Formula: C25H33N3O4
Source: the Open Molecules 2025 dataset
Level of theory: ωB97M-V/def2-TZVPD

The LUMO energy is 0.61 eV. As for the energy above the lowest of the compared OMol25 structures with the same formula, charge and spin: 0.379 eV. The calculation puts the total energy at -1437.731166 Ha. The value obtained for the HOMO-LUMO gap is 0.3342 hartree.

CARTESIAN COORDINATES (ANGSTROEM)
C (2.544, 3.544, -2.668)
C (1.712, 2.300, -2.967)
C (1.925, 1.160, -1.949)
C (3.383, 0.703, -2.058)
C (1.038, -0.068, -2.315)
O (1.517, -1.166, -2.517)
N (-0.273, 0.196, -2.383)
C (-1.275, -0.823, -2.610)
C (-2.299, -0.803, -1.474)
C (-3.361, -1.876, -1.694)
C (-4.059, -1.666, -3.034)
C (-3.041, -1.676, -4.172)
C (-1.977, -0.605, -3.952)
N (1.597, 1.583, -0.561)
C (2.326, 0.899, 0.499)
C (1.934, -0.542, 0.588)
C (2.682, -1.677, 0.667)
C (1.765, -2.751, 0.766)
C (0.531, -2.190, 0.736)
O (0.618, -0.850, 0.635)
C (0.490, 2.299, -0.286)
O (-0.351, 2.627, -1.117)
C (0.223, 2.745, 1.160)
N (-0.471, 1.707, 1.886)
C (0.073, 1.030, 2.922)
O (1.178, 1.308, 3.360)
C (-0.762, -0.056, 3.506)
C (-1.789, -0.695, 2.819)
C (-2.495, -1.720, 3.424)
C (-2.188, -2.115, 4.716)
C (-1.162, -1.488, 5.403)
C (-0.449, -0.470, 4.798)
H (3.609, 3.347, -2.753)
H (2.289, 4.327, -3.378)
H (2.333, 3.913, -1.667)
H (1.979, 1.907, -3.950)
H (0.666, 2.594, -3.005)
H (3.611, 0.558, -3.111)
H (4.069, 1.441, -1.654)
H (3.526, -0.256, -1.568)
H (-0.602, 1.129, -2.160)
H (-0.747, -1.783, -2.623)
H (-1.784, -0.964, -0.526)
H (-2.772, 0.183, -1.443)
H (-4.093, -1.846, -0.884)
H (-2.887, -2.860, -1.682)
H (-4.802, -2.450, -3.193)
H (-4.581, -0.707, -3.024)
H (-3.546, -1.505, -5.124)
H (-2.561, -2.656, -4.219)
H (-1.239, -0.635, -4.755)
H (-2.442, 0.384, -3.954)
H (2.128, 1.369, 1.463)
H (3.399, 0.964, 0.326)
H (3.751, -1.744, 0.658)
H (1.999, -3.793, 0.838)
H (-0.451, -2.617, 0.782)
H (1.120, 3.020, 1.717)
H (-0.430, 3.622, 1.082)
H (-1.377, 1.449, 1.532)
H (-2.034, -0.425, 1.802)
H (-3.287, -2.217, 2.882)
H (-2.745, -2.914, 5.182)
H (-0.915, -1.797, 6.407)
H (0.362, 0.024, 5.311)

Quick look at the Mulliken charges, all values in e: number 1, C, carries -1.450; number 2, C, carries -0.658; number 3, C, carries 1.643; number 4, C, carries -2.160; number 5, C, carries -0.682; number 6, O, carries -0.709; number 7, N, carries 0.266; number 8, C, carries -0.382; number 9, C, carries 0.512; number 10, C, carries -0.919; number 11, C, carries -0.698; number 12, C, carries -0.693; number 13, C, carries -1.011; number 14, N, carries 0.459; number 15, C, carries -2.139; number 16, C, carries 0.923; number 17, C, carries -0.813; number 18, C, carries -1.248; number 19, C, carries -0.503; number 20, O, carries 0.860; number 21, C, carries 1.283; number 22, O, carries -0.742; number 23, C, carries -1.728; number 24, N, carries 0.054; number 25, C, carries 0.405; number 26, O, carries -0.716; number 27, C, carries 0.676; number 28, C, carries 0.003; number 29, C, carries -0.684; number 30, C, carries -0.415; number 31, C, carries -0.563; number 32, C, carries -0.650; number 33, H, carries 0.305; number 34, H, carries 0.462; number 35, H, carries 0.254; number 36, H, carries 0.659; number 37, H, carries 0.407; number 38, H, carries 0.458; number 39, H, carries 0.476; number 40, H, carries 0.340; number 41, H, carries 0.432; number 42, H, carries 0.614; number 43, H, carries -0.824; number 44, H, carries 0.381; number 45, H, carries 0.369; number 46, H, carries 0.376; number 47, H, carries 0.362; number 48, H, carries 0.326; number 49, H, carries 0.387; number 50, H, carries 0.338; number 51, H, carries 0.359; number 52, H, carries 0.298; number 53, H, carries 0.716; number 54, H, carries 0.443; number 55, H, carries 0.604; number 56, H, carries 0.491; number 57, H, carries 0.554; number 58, H, carries 0.452; number 59, H, carries 0.468; number 60, H, carries 0.210; number 61, H, carries 0.068; number 62, H, carries 0.428; number 63, H, carries 0.402; number 64, H, carries 0.398; number 65, H, carries 0.465